{
  "formula": "C21H41O13PS3",
  "method": "ωB97M-V/def2-TZVPD",
  "smiles": "C[C@@H]1OC(=O)O[C@]1(COCOCCO)P(C)O.O=S1(=O)CCCC1.O=S1(=O)CCCC1.O=S1(=O)CCCC1",
  "total_energy_ha": -3338.53872,
  "homo_ev": -8.75,
  "fmax_ev_per_a": 9.29,
  "orbital_gap_ev": 8.99,
  "molar_mass_g_mol": 628.72,
  "lumo_ha": 0.0088,
  "elements": ["C", "C", "O", "C", "O", "O", "C", "C", "O", "C", "O", "C", "C", "O", "P", "C", "O", "H", "H", "H", "H", "H", "H", "H", "H", "H", "H", "H", "H", "H", "H", "H", "H", "H", "C", "C", "C", "S", "O", "O", "C", "H", "H", "H", "H", "H", "H", "H", "H", "C", "C", "C", "S", "O", "O", "C", "H", "H", "H", "H", "H", "H", "H", "H", "C", "C", "C", "S", "O", "O", "C", "H", "H", "H", "H", "H", "H", "H", "H"],
  "positions_angstrom": [[-1.1121, -3.8177, 7.4806], [-1.2436, -2.1818, 7.6166], [-2.0423, -1.6066, 8.7209], [-2.3515, -0.2458, 8.2243], [-2.9556, 0.5663, 9.0953], [-1.9205, -0.0677, 6.8282], [-1.9200, -1.4600, 6.2679], [-0.9925, -1.7595, 4.9498], [-0.0749, -0.6696, 4.5722], [1.2718, -1.1664, 4.2491], [1.3754, -1.9167, 2.9880], [0.5167, -1.3613, 1.9306], [0.8009, 0.2087, 1.5539], [-0.3790, 0.6598, 0.7441], [-3.7590, -2.0381, 6.1193], [-3.9687, -3.3901, 4.7769], [-4.6381, -0.6372, 5.4727], [-0.1087, -4.0126, 6.8647], [-2.0267, -4.2566, 6.8626], [-1.0713, -4.2599, 8.5641], [-0.1741, -1.7412, 7.8471], [-1.7372, -1.8929, 4.0283], [-0.3305, -2.7390, 5.0289], [1.9758, -0.2108, 4.1255], [1.7382, -1.7620, 5.1713], [-0.6179, -1.5817, 2.1714], [0.7603, -1.9888, 0.9450], [0.8562, 0.9394, 2.4675], [1.8151, 0.2966, 0.9770], [-1.1812, 0.4592, 1.3438], [-5.0723, -3.8333, 4.8705], [-3.8646, -2.8497, 3.7174], [-3.1667, -4.2655, 4.8680], [-3.9888, 0.0923, 5.2427], [0.1318, 0.8095, -3.5041], [-0.8032, 0.1155, -4.4934], [-0.2861, -1.3083, -4.6918], [0.5587, -1.7482, -3.1804], [1.9667, -1.9170, -3.4720], [-0.2137, -2.7532, -2.4775], [0.3350, -0.1792, -2.3657], [-0.2855, 1.7550, -3.1456], [1.0908, 1.0247, -3.9904], [-1.8173, 0.0850, -4.0767], [-0.8558, 0.6528, -5.4455], [-1.1033, -2.0120, -4.8693], [0.4359, -1.3613, -5.5113], [1.2058, 0.0491, -1.7487], [-0.5609, -0.2508, -1.7417], [2.2664, 6.0147, 2.2638], [1.3313, 5.3207, 1.2745], [1.8485, 3.8969, 1.0761], [2.6932, 3.4570, 2.5876], [4.1013, 3.2882, 2.2959], [1.9209, 2.4520, 3.2904], [2.4695, 5.0260, 3.4023], [1.8490, 6.9601, 2.6223], [3.2253, 6.2298, 1.7775], [0.3172, 5.2901, 1.6912], [1.2787, 5.8579, 0.3224], [1.0313, 3.1932, 0.8987], [2.5704, 3.8439, 0.2566], [3.3403, 5.2543, 4.0192], [1.5737, 4.9543, 4.0262], [1.2168, -1.3334, -10.4325], [1.6422, -0.0043, -9.8103], [0.3774, 0.6980, -9.3193], [-0.7959, -0.5943, -8.9386], [-1.9083, -0.4925, -9.8596], [-0.9815, -0.6621, -7.5028], [0.2365, -1.9544, -9.4485], [2.0732, -1.9891, -10.6145], [0.7199, -1.1499, -11.3926], [2.3106, -0.1960, -8.9620], [2.1888, 0.6201, -10.5239], [0.5691, 1.2906, -8.4212], [-0.0567, 1.3312, -10.0979], [-0.3751, -2.7425, -9.8909], [0.7545, -2.3320, -8.5619]],
  "lowdin_charge": [-0.04, -0.28, -0.04, -0.28, 0.03, -0.03, -0.42, -0.12, -0.17, -0.19, -0.16, -0.15, -0.19, -0.16, 0.97, -0.32, -0.35, 0.10, 0.07, 0.10, 0.18, 0.12, 0.14, 0.15, 0.16, 0.12, 0.15, 0.09, 0.14, 0.12, 0.07, 0.06, 0.06, 0.06, -0.22, -0.22, -0.24, 0.67, -0.33, -0.34, -0.25, 0.12, 0.12, 0.12, 0.10, 0.11, 0.09, 0.10, 0.10, -0.23, -0.22, -0.22, 0.68, -0.31, -0.35, -0.23, 0.12, 0.12, 0.12, 0.12, 0.10, 0.11, 0.11, 0.11, -0.23, -0.22, -0.22, 0.68, -0.31, -0.33, -0.23, 0.12, 0.12, 0.12, 0.12, 0.10, 0.11, 0.11, 0.11]
}

***

{
  "formula": "C2H10N2O2",
  "method": "ωB97M-V/def2-TZVPD",
  "smiles": "C/N=C\\N.O.O",
  "e_above_lowest_ev": 2.085,
  "total_energy_ha": -342.11725,
  "homo_ev": -8.49,
  "fmax_ev_per_a": 4.44,
  "orbital_gap_ev": 8.98,
  "molar_mass_g_mol": 94.11,
  "lumo_ha": 0.0180,
  "elements": ["C", "N", "C", "N", "H", "H", "H", "H", "H", "H", "H", "H", "O", "H", "H", "O"],
  "positions_angstrom": [[-1.8227, -0.4984, -0.0992], [0.8190, 1.4100, -0.3819], [-0.4636, 1.5948, 0.0508], [-1.5553, 0.9039, 0.1911], [-1.2956, -1.0533, 0.7440], [-1.3799, -0.6563, -1.1612], [-2.9710, -0.7305, 0.0249], [1.6221, 2.1181, -0.5115], [1.3146, 0.4798, -0.3301], [-0.7128, 2.7155, 0.4503], [0.3844, -2.1716, 2.3526], [1.1872, -0.9116, 2.4069], [0.5960, -1.3350, 1.8708], [1.2918, -0.6615, -2.3690], [1.0437, -1.5559, -1.0787], [1.7024, -1.2086, -1.7336]],
  "lowdin_charge": [-0.18, 0.04, -0.36, -0.09, 0.05, 0.08, 0.09, 0.13, 0.07, 0.14, 0.08, -0.01, -0.03, 0.01, 0.05, -0.07]
}

***

{
  "formula": "C2H7NO2",
  "method": "ωB97M-V/def2-TZVPD",
  "smiles": "CNC=O.O",
  "e_above_lowest_ev": 1.102,
  "total_energy_ha": -285.63131,
  "homo_ev": -9.95,
  "fmax_ev_per_a": 1.50,
  "orbital_gap_ev": 10.32,
  "molar_mass_g_mol": 77.08,
  "lumo_ha": 0.0135,
  "elements": ["C", "N", "C", "O", "H", "H", "H", "H", "H", "H", "H", "O"],
  "positions_angstrom": [[2.0363, -0.4947, 0.4206], [0.8307, -0.1038, 0.8988], [-0.2727, -0.9558, 1.3283], [2.8069, 0.2486, -0.1445], [2.2740, -1.5488, 0.6319], [0.5935, 0.8257, 0.5858], [-0.2115, -1.1804, 2.3842], [-0.1686, -1.9374, 0.8527], [-1.2113, -0.5326, 0.9886], [-1.4325, 1.9129, -2.7686], [-2.8959, 1.5516, -2.3637], [-2.3490, 2.2147, -2.8140]],
  "lowdin_charge": [-0.39, -0.04, -0.08, 0.01, 0.13, 0.13, 0.07, 0.08, 0.08, 0.03, 0.04, -0.07]
}